No. 1
Here is C19H24N2O5S in the gas phase at a distorted geometry from the OMol25 dataset. Energies are from ωB97M-V/def2-TZVPD.

Element x y z (Å)
C1 -6.48838 -2.55198 1.32137
C2 -5.52778 -3.02934 0.23709
H1 -6.02821 -3.75579 -0.40896
H2 -4.64568 -3.51038 0.67680
O1 -5.14363 -1.99014 -0.64483
C3 -4.24827 -1.05456 -0.24967
C4 -3.52316 -1.07642 0.94137
C5 -2.61356 -0.06753 1.21172
C6 -2.42288 0.95793 0.30911
C7 -3.14692 1.00115 -0.86984
C8 -4.05140 -0.00018 -1.15039
H3 -4.63013 0.00580 -2.06024
H4 -3.00300 1.83249 -1.54142
S1 -1.21978 2.24141 0.66705
O2 -1.02401 2.26955 2.08850
O3 -1.63948 3.43379 -0.00718
N1 0.22428 1.78648 -0.00341
C9 0.36824 1.83926 -1.43727
C10 0.11168 0.48725 -2.11112
H5 0.37356 0.57163 -3.16624
H6 -0.94436 0.22010 -2.03156
C11 0.95166 -0.61914 -1.46265
C12 0.68688 -0.63123 0.05063
C13 0.97972 0.74871 0.64578
H7 0.71995 0.78708 1.70426
H8 2.04601 0.97712 0.53417
H9 1.30180 -1.37649 0.55909
H10 -0.36173 -0.88759 0.21917
C14 2.43997 -0.42598 -1.76012
O4 2.89657 0.51236 -2.37395
N2 3.21768 -1.44205 -1.30986
H11 2.80248 -2.18031 -0.76407
C15 4.65999 -1.32090 -1.25116
C16 5.12055 -1.14569 0.15999
C17 6.05651 -1.79994 0.90526
C18 6.03377 -1.19663 2.18769
C19 5.08136 -0.22914 2.12697
O5 4.52292 -0.19046 0.90616
H12 4.71788 0.47022 2.85301
H13 6.64132 -1.45367 3.03053
H14 6.68701 -2.60258 0.58210
H15 4.90869 -0.43939 -1.85227
H16 5.13777 -2.20353 -1.68440
H17 0.65915 -1.58804 -1.88709
H18 -0.32961 2.59622 -1.79454
H19 1.38801 2.16154 -1.66685
H20 -2.05681 -0.05621 2.13582
H21 -3.65638 -1.86526 1.66433
H22 -6.79224 -3.39390 1.93713
H23 -7.37076 -2.11293 0.86313
H24 -6.02165 -1.80105 1.95402

Properties
maximum force: 1.16 eV Å⁻¹
E_LUMO: 0.5 eV
charge: 0
gap between HOMO and LUMO: 9.3 eV
SMILES: CCOc1ccc(S(=O)(=O)N2CCC(C(=O)NCc3ccco3)CC2)cc1



No. 2
Here is C19H24N2O5S in the gas phase at a distorted geometry from the OMol25 dataset. Energies are from ωB97M-V/def2-TZVPD.

Element x y z (Å)
C1 -4.36937 -0.28321 -1.67895
H1 -4.41547 -0.73916 -2.66491
C2 -4.39510 1.23600 -1.79266
H2 -5.28388 1.55199 -2.34208
H3 -3.51504 1.57312 -2.34500
C3 -4.40859 1.91170 -0.42210
N1 -3.19674 1.62599 0.31068
C4 -3.18590 1.06121 1.52570
O1 -4.17934 0.80319 2.17543
C5 -1.77162 0.76937 2.05295
N2 -0.88717 0.21509 1.05296
C6 -1.11662 -1.06767 0.54644
C7 -0.20662 -1.62675 -0.34897
C8 -0.41035 -2.89692 -0.85475
C9 -1.51235 -3.64138 -0.47066
C10 -2.41300 -3.09566 0.42620
C11 -2.22616 -1.82131 0.93125
H4 -2.95641 -1.42073 1.61403
H5 -3.28049 -3.65951 0.73486
H6 -1.66722 -4.63319 -0.86668
H7 0.30399 -3.30686 -1.55318
H8 0.65626 -1.06202 -0.65726
S1 0.00369 1.31583 0.13985
O2 -0.35554 1.21504 -1.24799
O3 -0.17934 2.59632 0.76148
C12 1.70399 0.82670 0.36768
C13 2.15174 0.48242 1.61958
C14 3.48957 0.14789 1.78998
C15 4.36537 0.16827 0.71496
C16 3.88976 0.53386 -0.57211
C17 2.55431 0.86202 -0.72792
H9 2.13455 1.14089 -1.68013
O4 4.81181 0.52910 -1.56078
C18 4.40164 0.89641 -2.85839
H10 3.63830 0.21508 -3.24603
H11 5.29561 0.82799 -3.47571
H12 4.01931 1.92121 -2.88260
O5 5.68107 -0.13843 0.77531
C19 6.23556 -0.50228 2.01787
H13 7.28874 -0.69447 1.82087
H14 6.14579 0.30598 2.75018
H15 5.77019 -1.40946 2.41572
H16 3.83778 -0.12622 2.77211
H17 1.46865 0.46957 2.45252
H18 -1.83943 0.09736 2.91276
H19 -1.32976 1.71615 2.37157
H20 -2.32592 1.82186 -0.16065
H21 -5.23789 1.54256 0.18636
H22 -4.51216 2.99618 -0.54215
H23 -5.21578 -0.63590 -1.09383
H24 -3.45445 -0.61525 -1.19380

Properties
maximum force: 1.28 eV Å⁻¹
E_LUMO: 0.6 eV
charge: 0
gap between HOMO and LUMO: 9.1 eV
SMILES: CCCNC(=O)CN(c1ccccc1)S(=O)(=O)c1ccc(OC)c(OC)c1



No. 3
Here is C19H24N4O3 in the gas phase from the OMol25 dataset. Energies are from ωB97M-V/def2-TZVPD.

Element x y z (Å)
C1 -3.08012 -3.41516 -0.12854
H1 -2.51049 -3.62126 0.77551
H2 -4.05188 -3.01874 0.14959
H3 -3.23139 -4.34575 -0.66828
C2 -2.35314 -2.40877 -1.02678
C3 -2.04342 -1.16192 -0.25751
N1 -0.89356 -1.07914 0.38036
C4 0.21533 -2.00199 0.41608
C5 0.88737 -1.92142 1.79025
C6 1.61056 -0.59137 1.99360
N2 2.58675 -0.39335 0.93951
C7 1.92778 -0.32053 -0.35133
C8 1.24956 -1.65055 -0.66309
H4 2.00682 -2.43468 -0.68794
H5 0.77007 -1.59704 -1.64194
H6 2.68625 -0.11442 -1.11010
H7 1.18527 0.49797 -0.38037
C9 3.42629 0.76868 1.17630
C10 4.60338 0.78593 0.23877
C11 5.33579 -0.37743 0.03333
C12 6.42629 -0.37933 -0.81612
C13 6.80259 0.78466 -1.46655
C14 6.07958 1.94721 -1.26575
C15 4.98322 1.94635 -0.41998
H8 4.41926 2.85631 -0.26960
H9 6.36705 2.85758 -1.77128
H10 7.65629 0.78489 -2.12815
H11 6.98788 -1.28932 -0.97044
H12 5.03193 -1.27942 0.54236
H13 3.79930 0.70316 2.20437
H14 2.85657 1.71066 1.08558
H15 2.13853 -0.62047 2.95040
H16 0.88492 0.24044 2.03882
H17 1.61693 -2.72898 1.85975
H18 0.14348 -2.05780 2.57676
H19 -0.15035 -3.02122 0.25958
H20 -0.74839 -0.18310 0.86757
C16 -2.95547 -0.08636 -0.16962
C17 -2.57833 1.11575 0.53642
O1 -1.51009 1.30046 1.12535
N3 -3.48658 2.15336 0.54518
C18 -4.72819 2.17693 -0.04587
O2 -5.46378 3.12989 0.00614
N4 -5.03440 1.01094 -0.69065
C19 -4.26320 -0.14654 -0.79554
O3 -4.75275 -1.08948 -1.38816
H21 -5.94480 0.96333 -1.13357
H22 -3.20216 2.98932 1.04254
H23 -3.00495 -2.16958 -1.86456
H24 -1.43167 -2.84607 -1.41106

Properties
maximum force: 0.71 eV Å⁻¹
E_LUMO: 0.5 eV
charge: 0
gap between HOMO and LUMO: 9.3 eV
SMILES: CCC(NC1CCN(Cc2ccccc2)CC1)=C1C(=O)NC(=O)NC1=O



No. 4
Here is C19H24N4O3 in the gas phase at a distorted geometry from the OMol25 dataset. Energies are from ωB97M-V/def2-TZVPD.

Element x y z (Å)
C1 4.69797 5.04005 -1.67420
H1 5.06680 5.98454 -2.07104
O1 5.10911 4.05534 -2.59257
C2 4.82345 2.75430 -2.32122
C3 5.31084 1.81876 -3.23659
C4 5.08685 0.47182 -3.04251
C5 4.35943 0.02971 -1.94900
C6 3.85572 0.95586 -1.04508
C7 4.09844 2.31322 -1.22081
H2 3.71888 2.99948 -0.48037
C8 3.14194 0.52158 0.19565
O2 3.54801 0.84018 1.29923
N1 2.05950 -0.27857 0.02650
C9 1.32220 -0.45431 -1.19959
H3 1.87986 -0.04242 -2.04023
C10 -0.03911 0.24115 -1.09287
N2 -0.76899 -0.30350 0.03613
C11 -2.13942 0.17868 0.09947
C12 -2.97779 -0.74982 0.90295
N3 -3.84028 -1.60480 0.45051
C13 -4.31454 -2.20390 1.58375
N4 -3.76734 -1.72941 2.66587
O3 -2.89217 -0.77708 2.23836
C14 -5.37042 -3.24308 1.57328
C15 -6.69970 -2.61142 1.20672
C16 -7.96996 -3.21028 1.72689
C17 -7.48540 -1.89727 2.26331
H4 -8.02073 -1.00025 1.99191
H5 -7.07855 -1.87451 3.26278
H6 -7.89842 -4.07761 2.36518
H7 -8.83624 -3.21621 1.08322
H8 -6.71105 -2.19416 0.20759
H9 -5.42379 -3.69382 2.56403
H10 -5.10863 -4.00464 0.83548
H11 -2.20639 1.19222 0.53315
H12 -2.55712 0.18979 -0.90857
C18 -0.03245 -0.05860 1.26567
C19 1.32727 -0.74753 1.18335
H13 1.92181 -0.52611 2.07068
H14 1.18293 -1.82844 1.09073
H15 -0.59334 -0.46318 2.10852
H16 0.11599 1.02348 1.43225
H17 -0.60817 0.05461 -2.00577
H18 0.11876 1.33053 -0.99071
H19 1.15772 -1.52528 -1.36061
H20 4.19950 -1.02566 -1.78751
H21 5.48429 -0.24265 -3.74774
H22 5.87401 2.17707 -4.08356
H23 3.60690 5.08396 -1.59355
H24 5.12935 4.86963 -0.68314

Properties
maximum force: 1.29 eV Å⁻¹
E_LUMO: 0.7 eV
charge: 0
gap between HOMO and LUMO: 9.5 eV
SMILES: COc1cccc(C(=O)N2CCN(Cc3nc(CC4CC4)no3)CC2)c1



No. 5
Here is C19H24N4O3 in the gas phase from the OMol25 dataset. Energies are from ωB97M-V/def2-TZVPD.

Element x y z (Å)
C1 -6.48126 -1.38113 -2.77816
C2 -6.11464 -1.74873 -1.36566
C3 -6.88027 -2.66652 -0.64797
C4 -6.53039 -3.01562 0.64490
C5 -5.40889 -2.45371 1.24268
C6 -4.63246 -1.53675 0.54804
C7 -3.39909 -0.92059 1.15766
C8 -2.09510 -1.45223 0.54224
C9 -1.14171 -0.34649 0.11821
O1 -1.52316 0.73657 -0.28715
N1 0.17891 -0.67113 0.16510
C10 1.19727 0.26739 -0.24288
C11 2.53699 -0.42057 -0.48013
N2 3.49938 0.65707 -0.29798
C12 4.81280 0.36848 -0.43163
O2 5.20325 -0.77034 -0.66056
C13 5.81040 1.44654 -0.32103
C14 7.13861 1.31163 -0.29284
N3 7.67485 2.58070 -0.23742
C15 6.66299 3.51701 -0.24399
N4 6.80011 4.76953 -0.20671
O3 5.49140 2.80271 -0.29758
C16 2.86893 1.88412 0.21528
C17 1.53373 1.38350 0.76384
C18 1.67033 0.86823 2.19092
C19 -4.99941 -1.19487 -0.75218
H1 -6.04377 -0.42494 -3.06306
H2 -6.11842 -2.13437 -3.48103
H3 -7.56246 -1.31370 -2.90024
H4 -7.75921 -3.10375 -1.10746
H5 -7.13500 -3.72628 1.19427
H6 -5.14144 -2.72473 2.25751
H7 -3.42498 0.15716 0.99151
H8 -3.39732 -1.08705 2.23558
H9 -1.59193 -2.16185 1.20174
H10 -2.32082 -1.99905 -0.37808
H11 0.45484 -1.51374 0.64068
H12 0.84855 0.73832 -1.16280
H13 2.71965 -1.21907 0.24815
H14 2.62503 -0.86375 -1.47160
H15 7.72046 0.40868 -0.31701
H16 8.64322 2.83862 -0.20843
H17 5.90274 5.24062 -0.22484
H18 3.48234 2.34872 0.98321
H19 2.72662 2.60820 -0.59006
H20 0.77661 2.16641 0.72082
H21 2.45271 0.10813 2.26834
H22 1.93318 1.68007 2.86927
H23 0.73450 0.43059 2.54022
H24 -4.39865 -0.46802 -1.29169

Properties
maximum force: 0.13 eV Å⁻¹
E_LUMO: 0.6 eV
charge: 0
gap between HOMO and LUMO: 8.9 eV
SMILES: [H]/N=c1/[nH]cc(C(=O)N2C[C@H](C)[C@H](NC(=O)CCc3cccc(C)c3)C2)o1